No. 1
The following is a DFT calculation (ωB97M-V/def2-TZVPD) of C33H53EuN4O2P2 as an isolated structure.

Properties
net charge: +1
expectation value of S²: 15.7787
M: 751.73 g/mol
highest occupied orbital energy (alpha / beta): -7.0 / -8.0 eV
gap between HOMO and LUMO (alpha / beta): 4.784 / 5.657 eV
energy relative to the best compared isomer or geometry (same formula, charge and spin): 200.29 kcal per mole
multiplicity: 8
LUMO (alpha / beta): -0.083 / -0.084 Eh

Last column: Löwdin spin population.
Geometry (Å):
C1 -1.05436 2.28385 -1.01861  0.0006
C2 -1.99172 1.00777 0.67799  0.0354
C3 -2.12325 3.19932 -0.97971  0.0138
C4 -2.95440 2.02029 0.90643  0.0120
C5 -3.02268 3.09045 0.07166  0.0030
H1 -2.20198 3.93594 -1.78454  0.0008
H2 -3.62441 1.88729 1.75769  0.0007
H3 -3.78209 3.89731 0.21610  0.0004
N1 -0.90040 1.32313 -0.09156  0.0133
P1 1.49679 1.57430 -1.87060  -0.0003
P2 -1.65160 -1.90031 1.83376  0.4151
C6 -0.14744 2.25211 -2.23830  -0.0001
H4 -0.62391 1.60012 -2.98539  -0.0001
H5 -0.09757 3.24062 -2.70433  -0.0001
C7 2.82932 -2.50129 -0.14499  0.0056
O1 3.54291 -3.32524 -0.49110  0.0040
C8 -2.32537 -0.39408 1.05616  0.0336
H6 -3.15121 -0.29786 1.79378  0.0025
C9 -3.25539 -2.90432 1.84491  0.0435
C10 -0.52898 -2.08516 3.44805  0.1241
C11 2.02041 0.81052 -3.53668  -0.0002
C12 2.36800 3.18127 -1.35926  0.0005
C13 -2.93727 -4.14255 0.99499  0.0176
H7 -2.12130 -4.73346 1.42996  0.0045
H8 -3.83248 -4.77642 0.94594  0.0007
H9 -2.65746 -3.87934 -0.03098  0.0009
C14 -3.69354 -3.31542 3.25668  0.0117
H10 -2.96558 -3.93446 3.78948  0.0004
H11 -3.95383 -2.44785 3.87682  0.0004
H12 -4.60868 -3.91741 3.15938  0.0025
C15 -4.45524 -2.15350 1.22879  0.0090
H13 -5.33783 -2.80113 1.26162  0.0013
H14 -4.70549 -1.24302 1.78235  0.0003
H15 -4.29423 -1.88266 0.18704  0.0011
C16 -0.26099 -3.57738 3.66387  0.0105
H16 0.28178 -4.01177 2.81435  0.0048
H17 0.36570 -3.68790 4.55742  0.0008
H18 -1.16484 -4.17176 3.82837  0.0004
C17 0.81006 -1.36343 3.24137  0.0044
H19 1.42996 -1.87020 2.47863  0.0015
H20 0.68231 -0.28416 3.03234  0.0004
H21 1.37463 -1.42484 4.18144  0.0008
C18 -1.28845 -1.45280 4.61592  0.0301
H22 -2.23239 -1.95963 4.83844  0.0013
H23 -0.66113 -1.52632 5.51243  0.0108
H24 -1.49948 -0.39057 4.43441  0.0015
C19 3.89004 2.99462 -1.48228  0.0002
H25 4.37861 3.89103 -1.06685  0.0000
H26 4.25134 2.12431 -0.91310  0.0001
H27 4.21542 2.90023 -2.52909  0.0000
C20 1.99796 3.41732 0.11942  0.0002
H28 0.91366 3.50163 0.27174  0.0000
H29 2.38711 2.62701 0.78125  0.0002
H30 2.45303 4.36544 0.43993  0.0000
C21 1.93741 4.40931 -2.17716  0.0000
H31 2.60632 5.24068 -1.90674  0.0000
H32 2.02437 4.25601 -3.26048  0.0000
H33 0.91837 4.74015 -1.93824  0.0000
C22 0.97728 -0.25389 -3.93236  0.0050
H34 0.06238 0.19246 -4.34105  0.0000
H35 1.41581 -0.87781 -4.72239  0.0001
H36 0.69878 -0.91842 -3.09918  0.0059
C23 3.38629 0.13729 -3.34126  0.0010
H37 3.34180 -0.67052 -2.59876  0.0010
H38 3.68213 -0.30120 -4.30129  0.0000
H39 4.16606 0.84414 -3.03762  0.0000
C24 2.10798 1.91341 -4.58959  -0.0002
H40 1.15873 2.44793 -4.73301  0.0000
H41 2.90187 2.64121 -4.37598  0.0000
H42 2.36089 1.43365 -5.54438  0.0000
Eu1 1.14220 -0.20822 0.42344  5.0660
N2 -0.46976 -1.88609 -0.22100  0.7067
C25 -1.71243 -1.40283 -0.07082  0.2832
C26 -2.60163 -1.38568 -1.36551  0.0126
C27 -2.29960 -2.27939 -2.38752  0.0286
C28 -3.57820 -0.41110 -1.56026  0.0273
C29 -3.09707 -2.35318 -3.51306  -0.0015
H43 -1.39768 -2.89022 -2.29713  0.0048
C30 -4.40299 -0.44976 -2.70049  -0.0034
H44 -3.67271 0.38693 -0.84443  0.0023
C31 -4.15617 -1.45851 -3.67960  0.0331
H45 -2.90774 -3.12416 -4.31275  -0.0008
H46 -5.18931 0.28640 -2.83276  -0.0010
H47 -4.81757 -1.49209 -4.56410  0.0020
C32 3.91812 2.05430 3.75711  0.0001
N3 4.79511 1.23247 2.92821  0.0006
C33 4.39172 0.45090 1.91647  0.0014
N4 5.35392 -0.27884 1.32296  0.0006
O2 3.16935 0.40955 1.52567  -0.0027
H48 2.87035 1.93241 3.44632  0.0001
H49 4.19907 3.11558 3.66887  0.0000
H50 4.01656 1.76126 4.81393  0.0000
H51 5.77965 1.18394 3.16420  0.0000
H52 5.05484 -0.94331 0.56775  0.0001
H53 6.28338 -0.25439 1.61047  0.0001

Forces on atoms 1 to 3 (eV/Å):
-0.80 0.67 -0.23
1.06 1.10 0.34
1.01 -0.60 -0.54



No. 2
The following is a DFT calculation (ωB97M-V/def2-TZVPD) of a 10-piece molecular cluster, C33H54F3I2N2O37S10 overall.

Properties
net charge: +1
M: 1702.24 g/mol
highest occupied orbital energy: -10.2 eV
gap between HOMO and LUMO: 5.942 eV
LUMO: -0.155 Eh

Last column: Löwdin charge in e.
Geometry (Å):
C1 -1.85612 0.88219 4.19520  -0.1088
C2 -0.77625 1.71530 4.96871  -0.2474
C3 -1.15405 3.22730 4.83032  -0.1516
C4 -0.18791 4.03427 3.90421  -0.1914
O1 -0.65615 4.06609 2.52433  -0.0321
C5 0.11418 4.80934 1.71232  -0.1828
C6 0.47279 6.16583 2.07506  0.0057
N1 1.25841 6.83491 1.24638  -0.4400
S1 1.68545 8.45542 1.77887  0.9135
N2 1.75190 6.46575 0.09598  0.1161
C7 1.45867 5.23699 -0.29263  -0.1731
C8 2.07606 4.76191 -1.63854  -0.1223
C9 3.34178 5.61175 -1.93493  -0.1342
C10 4.48946 5.37705 -0.96312  -0.1818
F1 5.64247 6.10931 -1.18303  0.0481
C11 4.50262 4.53152 0.14255  -0.2405
F2 4.20662 4.93252 1.40385  0.0946
F3 4.78611 3.22469 0.08094  0.1256
C12 0.61223 4.31131 0.44764  -0.1326
C13 0.28121 2.94514 -0.08020  -0.6745
I1 -0.92077 2.96842 -1.87540  1.0928
C14 0.67625 1.76454 0.42898  -0.7167
C15 0.22250 0.46691 -0.28427  -0.1878
I2 1.92984 1.70225 2.14645  1.0755
H1 -2.02317 1.37492 3.20706  0.0733
H2 -1.61476 -0.19275 4.10503  0.0810
H3 -2.81069 0.99590 4.74142  0.0531
H4 0.25937 1.48756 4.65232  0.0441
H5 -0.84896 1.40778 6.03263  0.0876
H6 -0.99798 3.67450 5.84112  0.1191
H7 -2.21748 3.40508 4.58299  0.1278
H8 0.84084 3.62389 3.94203  0.0612
H9 -0.11954 5.04910 4.36544  0.1131
H10 0.07526 6.55122 3.01935  0.1375
H11 1.55606 9.18235 0.63295  -0.0902
H12 1.36026 4.88368 -2.47385  0.0989
H13 2.39755 3.71032 -1.51225  0.1271
H14 3.15905 6.70833 -1.96442  0.1309
H15 3.71236 5.35953 -2.95984  0.1283
H16 0.63205 0.42469 -1.31292  0.0724
H17 -0.88805 0.43670 -0.30699  0.0677
H18 0.55281 -0.44369 0.24888  0.0697
C16 -0.82008 1.94266 -7.97469  -0.1431
C17 -0.00289 1.13335 -6.99262  -0.1626
O2 -0.17502 1.81346 -5.73399  -0.1960
S2 -1.63863 2.46267 -5.68280  0.5442
O3 -2.49804 1.58741 -4.96503  -0.2404
O4 -1.50682 3.84301 -5.35299  -0.2726
O5 -1.98840 2.34103 -7.24285  -0.1794
H19 -0.29033 2.84599 -8.28673  0.1344
H20 -1.09759 1.36607 -8.85393  0.1424
H21 1.04834 1.08480 -7.26372  0.1430
H22 -0.39368 0.13030 -6.88783  0.0957
C18 -5.17958 -1.22731 8.25970  -0.1641
C19 -5.00199 -2.08717 7.02790  -0.1581
O6 -4.00681 -1.41277 6.25677  -0.1827
S3 -2.98135 -0.67139 7.25292  0.6174
O7 -1.84019 -1.49639 7.41407  -0.1947
O8 -2.89018 0.69545 6.85813  -0.2506
O9 -3.86197 -0.76524 8.58762  -0.2619
H23 -5.80399 -0.35497 8.04953  0.1373
H24 -5.60346 -1.78204 9.08903  0.1276
H25 -5.92171 -2.19490 6.45691  0.1366
H26 -4.61830 -3.07631 7.28858  0.1328
C20 0.54785 -4.59841 -5.57133  -0.1702
C21 -0.01195 -3.50999 -4.67886  -0.1764
O10 0.86062 -2.39155 -4.88177  -0.1819
S4 1.41047 -2.41271 -6.40151  0.6498
O11 0.60805 -1.52731 -7.18300  -0.2419
O12 2.81856 -2.32916 -6.37943  -0.2345
O13 0.98280 -3.91946 -6.75658  -0.1645
H27 1.41802 -5.07813 -5.11449  0.1420
H28 -0.19276 -5.35191 -5.81620  0.1142
H29 -0.03133 -3.79762 -3.63115  0.1146
H30 -1.01717 -3.21888 -4.99318  0.1371
C22 -0.29546 -8.98159 -3.49350  -0.1562
C23 -1.76143 -8.96445 -3.11372  -0.1591
O14 -1.96144 -7.68719 -2.49582  -0.1786
S5 -0.98459 -6.61033 -3.17761  0.6102
O15 -1.71960 -5.89914 -4.16334  -0.2157
O16 -0.25072 -5.95674 -2.15503  -0.2087
O17 -0.01189 -7.64648 -3.92916  -0.1876
H31 0.33648 -9.19986 -2.62994  0.1364
H32 -0.08172 -9.69466 -4.28657  0.1393
H33 -2.02431 -9.76764 -2.42969  0.1390
H34 -2.40145 -9.01680 -3.99768  0.1364
C24 -5.29946 6.51016 -4.99983  -0.1707
C25 -4.67057 5.19939 -5.42539  -0.1773
O18 -5.67777 4.54745 -6.20369  -0.1843
S6 -6.55437 5.65745 -6.97576  0.6154
O19 -6.05743 5.78552 -8.29730  -0.2144
O20 -7.92270 5.42104 -6.69546  -0.2129
O21 -6.06330 6.93929 -6.12842  -0.1869
H35 -5.98333 6.36765 -4.15924  0.1329
H36 -4.55526 7.25924 -4.73675  0.1338
H37 -4.37961 4.58201 -4.57841  0.1320
H38 -3.80213 5.36644 -6.06684  0.1276
C26 -3.75290 -5.44045 11.45203  -0.1708
C27 -4.41710 -4.35333 12.26684  -0.1646
O22 -3.57108 -3.21345 12.11658  -0.1993
S7 -2.88847 -3.23233 10.65149  0.6774
O23 -3.65025 -2.38226 9.79029  -0.2345
O24 -1.49546 -3.11309 10.80739  -0.2206
O25 -3.24260 -4.77605 10.29646  -0.1804
H39 -2.91177 -5.88329 11.99068  0.1350
H40 -4.45021 -6.22474 11.16362  0.1345
H41 -4.51573 -4.62090 13.31645  0.1384
H42 -5.40156 -4.10074 11.86248  0.1312
C28 5.51901 -2.66472 -10.99909  -0.1707
C29 6.34491 -3.46487 -10.00988  -0.1517
O26 6.17022 -2.80048 -8.75587  -0.2804
S8 4.69523 -2.16418 -8.70319  0.6398
O27 3.84734 -3.04829 -7.99265  -0.2416
O28 4.81126 -0.78872 -8.36581  -0.2082
O29 4.34765 -2.28397 -10.27887  -0.1828
H43 6.04241 -1.75609 -11.30714  0.1319
H44 5.25109 -3.24372 -11.88091  0.1339
H45 7.39816 -3.49891 -10.28002  0.1390
H46 5.96242 -4.48438 -9.90779  0.1387
C30 8.25809 -3.30722 -4.05578  -0.1728
C31 7.16103 -2.31581 -3.72529  -0.1702
O30 6.36317 -2.24318 -4.90912  -0.1783
S9 6.37186 -3.67561 -5.64715  0.6572
O31 5.20046 -4.38225 -5.27562  -0.2041
O32 6.74661 -3.47479 -7.00889  -0.2183
O33 7.62204 -4.31575 -4.84200  -0.1850
H47 9.04081 -2.84446 -4.66193  0.1334
H48 8.70283 -3.74433 -3.16390  0.1346
H49 7.55111 -1.33419 -3.46572  0.1347
H50 6.52820 -2.68190 -2.91256  0.1328
C32 -0.57114 1.84918 11.80125  -0.1701
C33 -2.06997 1.89771 11.57595  -0.1665
O34 -2.39121 0.63723 10.98491  -0.1880
S10 -1.39303 -0.49147 11.56437  0.6342
O35 -2.05007 -1.16477 12.62369  -0.2024
O36 -0.79775 -1.15483 10.46400  -0.2245
O37 -0.29892 0.50761 12.20796  -0.1773
H51 -0.02495 2.04251 10.87447  0.1320
H52 -0.24510 2.55123 12.56621  0.1345
H53 -2.36670 2.71431 10.92134  0.1351
H54 -2.61067 1.97656 12.52277  0.1337

Forces on atoms 1 to 3 (eV/Å):
0.24 0.81 -0.17
-1.32 -0.50 -0.02
1.46 0.04 0.56